(1)
Density functional theory data (ωB97M-V/def2-TZVPD) for a single C5H6N2S molecule in a non-equilibrium geometry.

Geometry as XYZ:
```
14
Properties=species:S:1:pos:R:3:mulliken_charge:R:1
C -2.003 -0.108 -0.172 0.3853
C -0.986 -0.987 0.057 -0.5899
C 0.267 -0.188 0.216 0.4217
C 1.381 -0.769 0.162 -0.1733
C -1.344 1.165 -0.063 -0.2615
H -4.232 0.488 -0.120 0.2437
H -3.898 -1.010 0.351 0.2207
H -1.081 -2.111 0.004 0.2841
H 1.336 -1.800 0.231 0.3521
H 2.417 1.291 -0.553 0.1886
H -1.952 2.067 0.213 0.3147
N -3.449 -0.345 -0.179 -0.5706
N -0.042 1.253 0.268 -0.5760
S 2.998 0.003 -0.122 -0.2396
```

Its total charge is 0. The electronic energy is -19094.5911 eV. The calculation puts the energy above the lowest of the compared OMol25 structures with the same formula, charge and spin at 329.9 kJ/mol.



(2)
Density functional theory data (ωB97M-V/def2-TZVPD) for a single C5H6N2S molecule in a non-equilibrium geometry.

Geometry as XYZ:
```
14
Properties=species:S:1:pos:R:3:mulliken_charge:R:1
C 0.201 -1.050 -0.084 0.5541
C 2.256 -0.404 0.002 -0.4287
C 1.513 0.767 -0.085 -0.2922
C -0.929 1.243 0.006 0.3519
C -2.253 0.846 -0.023 -0.9689
H -0.306 -3.164 0.252 0.1964
H 3.311 -0.557 0.007 0.4212
H 1.776 1.814 0.164 0.2649
H -0.573 2.284 0.090 0.2403
H -2.531 -0.169 -0.154 0.2612
H -2.966 1.666 -0.040 0.2426
N 1.430 -1.498 -0.044 -0.5937
N 0.180 0.344 -0.064 0.0928
S -1.108 -2.123 -0.027 -0.3418
```

Its total charge is 0. The electronic energy is -19096.4532 eV. The calculation puts the energy above the lowest of the compared OMol25 structures with the same formula, charge and spin at 150.3 kJ/mol.



(3)
Density functional theory data (ωB97M-V/def2-TZVPD) for a single C5H6N2S2 molecule in a non-equilibrium geometry.

Geometry as XYZ:
```
15
Properties=species:S:1:pos:R:3:mulliken_charge:R:1
C -0.656 -1.384 -0.139 -0.4065
C -0.366 -0.663 0.928 -0.0129
C -0.200 -0.083 2.066 0.2769
C -1.072 -0.800 -1.446 -0.3907
C 0.874 0.931 -1.315 -0.1146
N -0.371 0.456 3.179 -0.6142
N 1.541 0.777 -0.211 -0.2103
S 1.815 1.812 1.061 -0.3209
S 0.558 -0.437 -2.260 -0.1851
H -0.553 -2.438 -0.051 0.3144
H -1.542 -1.568 -2.086 0.3616
H -1.646 0.209 -1.349 0.3035
H 0.369 1.942 -1.484 0.3940
H -0.362 1.476 3.177 0.2763
H 1.610 -0.231 -0.070 0.3286
```

Its total charge is 0. The electronic energy is -29928.2054 eV. The calculation puts the energy above the lowest of the compared OMol25 structures with the same formula, charge and spin at 308.2 kJ/mol.



(4)
Density functional theory data (ωB97M-V/def2-TZVPD) for a gas-phase ion, C5H6N3 (charge +1) in a non-equilibrium geometry.

Geometry as XYZ:
```
14
Properties=species:S:1:pos:R:3:mulliken_charge:R:1
C -0.176 -2.047 -0.264 -0.2349
C -0.194 -1.321 0.878 -0.3596
C 0.032 -1.450 -1.474 -0.2936
C -0.156 0.014 1.030 0.3897
C 0.253 0.885 -0.804 0.3145
N 0.166 -0.125 -1.473 -0.1146
N 0.072 0.863 1.848 -0.3094
N 0.336 2.107 -0.487 -0.4016
H -0.168 -3.069 -0.179 0.4529
H -0.319 -1.771 1.886 0.3400
H 0.477 -2.022 -2.302 0.3392
H -0.129 1.673 2.365 0.2737
H -0.368 2.865 -0.455 0.2823
H 1.156 2.374 0.035 0.3213
```

Its total charge is +1. The electronic energy is -9741.0717 eV. The calculation puts the energy above the lowest of the compared OMol25 structures with the same formula, charge and spin at 392.1 kJ/mol.



(5)
Density functional theory data (ωB97M-V/def2-TZVPD) for a gas-phase ion, C5H6N3O4 (charge -1) in a non-equilibrium geometry.

Geometry as XYZ:
```
18
Properties=species:S:1:pos:R:3:mulliken_charge:R:1
C -0.358 -0.410 -0.525 -0.1981
C -0.219 -1.921 -0.428 1.4530
C -1.171 -2.745 0.269 -0.2073
C 1.233 -2.172 -0.765 -0.5360
C -0.580 1.671 0.496 -0.7593
N -0.635 0.265 0.551 -0.4156
N 1.854 -0.913 -0.684 -0.5880
N 2.752 -0.740 0.253 1.0321
O -1.641 -3.239 1.200 -0.5244
O -1.409 -2.679 -1.057 -0.5297
O 3.139 -1.599 1.056 -0.7471
O 3.220 0.372 0.209 -0.7294
H 0.182 -0.115 -1.516 0.2540
H 1.664 -3.010 -0.222 0.4351
H 1.285 -2.636 -1.801 0.2263
H 0.518 1.829 0.459 0.2824
H -0.919 2.071 -0.411 0.3015
H -1.131 2.110 1.366 0.2504
```

Its total charge is -1. The electronic energy is -17937.8278 eV. The calculation puts the energy above the lowest of the compared OMol25 structures with the same formula, charge and spin at 458.8 kJ/mol.



(6)
Density functional theory data (ωB97M-V/def2-TZVPD) for a single C5H6N4 molecule in a non-equilibrium geometry.

Geometry as XYZ:
```
15
Properties=species:S:1:pos:R:3:mulliken_charge:R:1
C 1.701 -0.386 0.937 -0.4878
C 1.150 -0.967 -0.259 -0.2264
C -0.164 -0.686 -0.678 0.2721
C -2.046 0.000 0.542 -0.1517
C -0.255 0.763 -0.449 0.4277
H 2.624 -0.554 1.106 0.3875
H 1.011 -0.132 1.829 0.2014
H 1.580 -1.821 -0.799 0.3400
H -0.373 -0.869 -1.828 0.3278
H -1.819 -2.115 -0.176 0.3252
H -3.035 -0.183 0.898 0.3897
N -1.264 -1.169 0.138 -0.3906
N -1.612 1.143 -0.081 -0.5289
N 0.724 1.461 0.037 -0.5246
N 1.823 0.470 -0.322 -0.3615
```

Its total charge is 0. The electronic energy is -11236.9785 eV. The calculation puts the energy above the lowest of the compared OMol25 structures with the same formula, charge and spin at 452.4 kJ/mol.



(7)
Density functional theory data (ωB97M-V/def2-TZVPD) for a single C5H6N4 molecule in a non-equilibrium geometry.

Geometry as XYZ:
```
15
Properties=species:S:1:pos:R:3:mulliken_charge:R:1
C -2.203 -0.788 -0.298 -0.9587
C -0.953 -0.391 -0.318 0.3229
C 1.194 -0.615 -1.217 -0.0027
C -0.295 0.456 0.785 0.1522
C -0.187 1.888 0.357 0.3180
H -2.463 -1.525 -1.084 0.3043
H -2.912 -0.546 0.456 0.2982
H 1.820 -0.835 -2.116 0.3561
H 2.657 -0.554 0.138 0.2746
H 1.454 0.457 1.757 0.3334
H -0.882 0.441 1.712 0.3339
N -0.070 -0.777 -1.361 -0.5530
N 1.794 -0.091 -0.090 -0.2848
N 0.995 -0.154 1.091 -0.4074
N 0.052 3.034 0.189 -0.4871
```

Its total charge is 0. The electronic energy is -11240.1890 eV. The calculation puts the energy above the lowest of the compared OMol25 structures with the same formula, charge and spin at 142.6 kJ/mol.



(8)
Density functional theory data (ωB97M-V/def2-TZVPD) for a single C5H6N4O2 molecule in a non-equilibrium geometry.

Geometry as XYZ:
```
17
Properties=species:S:1:pos:R:3:mulliken_charge:R:1
C -2.014 1.532 1.032 -0.1220
C 0.444 0.811 -1.798 0.9023
C 0.501 -0.668 0.237 0.4870
C -1.099 -0.051 2.107 -0.3034
C 2.004 -1.019 -1.757 -0.9007
N -1.972 1.045 2.229 -0.6289
N -1.169 1.045 0.129 -0.8998
N 0.850 -0.184 -1.156 -0.0070
N -0.430 0.083 0.777 0.4417
O 0.144 1.654 -2.534 -0.3063
O 0.922 -1.743 0.575 -0.6264
H -2.726 2.313 0.880 0.4155
H -0.240 -0.238 2.805 0.2978
H -1.710 -0.989 2.074 0.2452
H 2.336 -1.642 -0.816 0.3275
H 1.442 -1.649 -2.540 0.3167
H 2.718 -0.301 -2.244 0.3608
```

Its total charge is 0. The electronic energy is -15333.7340 eV. The calculation puts the energy above the lowest of the compared OMol25 structures with the same formula, charge and spin at 413.2 kJ/mol.



(9)
Density functional theory data (ωB97M-V/def2-TZVPD) for a single C5H6NP molecule in a non-equilibrium geometry.

Geometry as XYZ:
```
13
Properties=species:S:1:pos:R:3:mulliken_charge:R:1
C 0.871 1.371 -0.005 -0.4892
C 1.388 0.121 -0.079 -0.6012
C -0.567 1.477 -0.051 0.5992
C -1.066 0.096 0.053 -0.0078
C 0.275 -0.913 -0.056 -0.4669
N -1.255 2.563 -0.087 -0.7086
P -2.620 -0.541 0.139 -0.1081
H 1.328 2.365 -0.040 0.3935
H 2.319 -0.307 -0.080 0.4964
H 0.349 -1.548 -1.059 0.2890
H 0.469 -1.690 0.802 0.3295
H -2.253 2.291 -0.135 0.2447
H -2.169 -1.924 0.537 0.0295
```

Its total charge is 0. The electronic energy is -16055.9044 eV. Its spin multiplicity is 3. The calculation puts the energy above the lowest of the compared OMol25 structures with the same formula, charge and spin at 0.0 kJ/mol.



(10)
Density functional theory data (ωB97M-V/def2-TZVPD) for a single C5H6O molecule.

Geometry as XYZ:
```
12
Properties=species:S:1:pos:R:3:mulliken_charge:R:1
C 0.988 -0.661 0.742 -1.1061
C 1.086 0.210 -0.476 -0.0444
C 0.186 0.302 -1.444 -0.2440
O -1.117 -0.207 -1.328 -0.4367
C -1.697 0.161 -0.210 -0.0813
C -2.177 0.528 0.829 -0.1710
H 0.841 -0.105 1.675 0.2638
H 0.176 -1.387 0.653 0.3460
H 1.929 -1.215 0.826 0.3478
H 2.003 0.775 -0.618 0.3147
H 0.349 0.753 -2.416 0.4080
H -2.568 0.846 1.767 0.4031
```

Its total charge is 0. The electronic energy is -7326.1567 eV. The calculation puts the energy above the lowest of the compared OMol25 structures with the same formula, charge and spin at 301.8 kJ/mol.



(11)
Density functional theory data (ωB97M-V/def2-TZVPD) for a single C5H6O molecule.

Geometry as XYZ:
```
12
Properties=species:S:1:pos:R:3:mulliken_charge:R:1
C -0.396 1.044 0.457 -0.7069
C -0.639 -0.440 0.056 0.0588
C -0.350 -0.642 -1.418 -0.0683
O 0.346 0.103 -2.066 -0.4666
C 0.991 0.580 0.846 -0.2914
C 0.697 -0.717 0.730 -0.5697
H -0.996 1.338 1.325 0.2651
H -0.508 1.784 -0.339 0.2686
H -1.553 -0.954 0.377 0.3932
H -0.740 -1.573 -1.873 0.3523
H 1.906 1.123 1.052 0.3606
H 1.242 -1.647 0.853 0.4045
```

Its total charge is 0. The electronic energy is -7327.4767 eV. The calculation puts the energy above the lowest of the compared OMol25 structures with the same formula, charge and spin at 174.4 kJ/mol.



(12)
Density functional theory data (ωB97M-V/def2-TZVPD) for a single C5H6O molecule.

Geometry as XYZ:
```
12
Properties=species:S:1:pos:R:3:mulliken_charge:R:1
C 1.840 -0.322 -0.463 -0.5674
C 0.652 -0.183 -1.048 -0.2837
C -0.487 0.489 -0.372 0.1217
O -0.944 1.660 -0.932 -0.5108
C -1.060 -0.057 0.675 0.2702
C -1.592 -0.706 1.673 -0.7107
H 2.669 -0.832 -0.946 0.2768
H 2.008 0.083 0.532 0.2622
H -0.193 2.078 -1.373 0.3516
H -1.214 -0.591 2.686 0.2359
H 0.470 -0.568 -2.052 0.3193
H -2.417 -1.400 1.516 0.2348
```

Its total charge is 0. The electronic energy is -7326.9852 eV. The calculation puts the energy above the lowest of the compared OMol25 structures with the same formula, charge and spin at 221.9 kJ/mol.